1.
{
  "formula": "C30H39B3Cl51NO3",
  "method": "wB97M-V/def2-TZVPD",
  "symbols": ["Cl", "Cl", "Cl", "Cl", "Cl", "Cl", "Cl", "Cl", "Cl", "Cl", "Cl", "Cl", "Cl", "Cl", "Cl", "Cl", "Cl", "Cl", "Cl", "Cl", "Cl", "Cl", "Cl", "Cl", "Cl", "Cl", "Cl", "Cl", "Cl", "Cl", "Cl", "Cl", "Cl", "Cl", "Cl", "Cl", "Cl", "Cl", "Cl", "Cl", "Cl", "Cl", "Cl", "Cl", "Cl", "Cl", "Cl", "Cl", "Cl", "Cl", "Cl", "O", "O", "O", "N", "C", "C", "C", "C", "C", "C", "C", "C", "C", "C", "C", "C", "C", "C", "C", "C", "C", "C", "C", "C", "C", "C", "C", "C", "C", "C", "C", "C", "C", "C", "B", "B", "B", "H", "H", "H", "H", "H", "H", "H", "H", "H", "H", "H", "H", "H", "H", "H", "H", "H", "H", "H", "H", "H", "H", "H", "H", "H", "H", "H", "H", "H", "H", "H", "H", "H", "H", "H", "H", "H", "H", "H"],
  "positions_angstrom": [[-2.47326, -11.22162, 4.51180], [-4.34616, -4.10429, -3.65055], [-3.15032, 1.92699, -5.89424], [-15.36835, -6.44180, 0.50181], [-3.87976, -4.94323, -0.89052], [-11.09622, -10.07553, -0.93642], [-5.87528, 0.25385, 4.74912], [10.13324, 3.42179, 5.21231], [-4.87547, -12.78066, 4.02794], [-4.27188, -2.08240, 5.37632], [3.84642, -3.62941, 7.57022], [5.64408, -1.46245, 8.27911], [9.90491, 6.13595, 4.21387], [-15.07719, -3.73470, -0.51046], [1.27703, -1.29630, 4.41653], [12.34783, 5.27304, 5.52446], [-10.18117, -8.57244, -5.22046], [-4.58087, -8.26635, 0.35573], [3.37338, -0.95807, 6.53966], [-12.09980, -7.35966, -3.40350], [-5.92138, -1.36326, -1.18613], [-9.77671, -5.27947, -0.18758], [-3.15064, -1.88875, -0.49544], [-4.91711, -0.16364, 7.45790], [10.01725, 8.16766, -0.67628], [-2.52609, -0.84903, -5.29531], [8.17305, 7.59449, 1.49129], [-12.99809, -8.88709, 0.90775], [-7.14333, -4.09365, -0.12682], [-3.79294, 0.55043, -1.84506], [-9.26949, -7.30709, -2.76575], [10.46613, 5.87426, 1.04097], [0.36128, -2.84912, 2.13631], [-0.84685, 3.95817, -4.98833], [15.10297, 3.33358, 0.97528], [-1.91306, -7.11049, 0.38445], [0.83314, 5.88905, -6.38249], [-2.06105, 6.12280, -6.48392], [-4.61686, -10.11909, 2.89735], [-2.23631, -9.98541, 0.20839], [-5.11271, -0.15477, -6.41558], [-12.72345, -5.34281, 0.03963], [14.36278, 6.70349, -4.66240], [16.66133, 5.94844, -3.06012], [14.82284, 3.91027, -4.02012], [13.88972, 5.37967, -0.68566], [-10.15571, -8.81849, 1.50530], [12.30752, 3.12162, 0.22205], [-3.93748, -6.90352, -3.03117], [-1.57189, -1.64332, 3.93599], [-7.41180, -6.99350, -0.38716], [3.27526, 0.84056, 0.08635], [1.27558, 0.83911, 1.33306], [1.70527, 2.59608, -0.30191], [3.45605, 0.73071, 2.56151], [10.59224, 5.10545, 5.47047], [3.98873, 4.52203, -0.88953], [9.85685, 7.52344, 0.95893], [-1.89199, 4.13184, -0.64109], [-3.39633, 0.24663, -6.37704], [-2.00575, 5.25684, 0.35533], [-2.42340, 3.33460, -2.88983], [5.23273, 5.29006, -0.41104], [5.08781, 6.80444, -0.69111], [-8.09918, -5.50608, 0.31088], [6.52196, 4.82609, -1.10644], [13.90962, 3.66553, -0.28173], [-4.22939, -1.14772, -1.66926], [-14.38220, -4.98081, 0.52550], [-10.46343, -7.26973, -4.06471], [-1.24339, 2.90284, -0.39953], [-4.59300, -5.37413, -2.44173], [-2.47110, 4.30996, -1.89860], [15.58456, 5.46653, -4.37030], [-2.89331, -8.49088, 0.87497], [-1.22081, 1.92399, -1.38534], [-4.22008, -11.16217, 4.26644], [0.01879, -1.47365, 3.18858], [-5.47892, -0.94559, 5.97985], [4.59924, -2.13127, 7.02462], [4.22493, 2.99461, -0.89707], [-1.81201, 2.11933, -2.63664], [-0.69559, 5.00473, -6.40350], [-0.54922, 2.59180, 0.92096], [-11.37386, -8.77916, 0.22540], [2.68670, 0.78110, 1.34326], [3.01673, 2.13811, -0.37444], [0.88744, 1.98262, 0.63987], [4.04337, 7.10519, -0.74740], [5.61300, 6.98434, -1.63100], [-1.13149, 1.87755, 1.50909], [5.21016, -2.35531, 6.16018], [14.19047, 3.11374, -1.16946], [16.17567, 5.35453, -5.26932], [-14.35995, -4.60463, 1.53966], [5.04256, 2.77543, -0.20288], [7.31927, 5.52553, -0.83907], [-11.28491, -7.83244, -0.29422], [5.37266, 5.09797, 0.65852], [-2.86760, -8.55819, 1.95145], [-4.67218, -10.74156, 5.15488], [10.44819, 8.13851, 1.62535], [3.98327, 1.60144, 2.61779], [5.64976, 7.36807, 0.05679], [-4.08775, -1.64185, -2.62055], [-1.44266, 5.08569, 1.26913], [-6.37798, -1.50049, 6.21255], [-10.36482, -6.32735, -4.58723], [4.53068, 2.60514, -1.87175], [-2.95755, 5.24776, -2.15026], [-8.08166, -5.61422, 1.38748], [-1.73872, 1.33384, -3.37389], [6.43181, 4.79420, -2.19409], [-2.99546, 0.11918, -7.37381], [-5.65969, -5.49690, -2.29797], [-0.75227, 0.95745, -1.21963], [-0.39438, 3.47269, 1.54588], [-3.05366, 5.35077, 0.64683], [-2.85840, 3.49428, -3.85474], [3.73934, 4.85916, -1.89815], [6.86617, 3.85432, -0.74877], [-1.64469, 6.20090, -0.05182], [2.78878, 0.80040, 3.32851], [0.01334, -0.57800, 2.57910], [3.18383, 4.77249, -0.19539], [10.19331, 5.42159, 6.42508], [-0.71357, 4.38675, -7.29208]],
  "forces_ev_per_a": [[0.0, 0.0, 0.0], [0.0, 0.0, 0.0], [-0.1, -0.3, -0.2], [-0.1, 0.1, 0.0], [-0.3, -0.1, -0.4], [0.0, 0.0, 0.0], [0.0, 0.0, 0.0], [0.0, 0.0, 0.0], [0.0, 0.0, 0.0], [-0.2, -0.1, 0.1], [0.0, 0.0, 0.0], [0.0, 0.0, 0.0], [-0.1, 0.0, 0.3], [0.0, 0.0, 0.0], [-0.3, -0.1, -0.2], [0.0, 0.0, 0.0], [0.0, 0.0, 0.0], [0.4, 0.0, 0.2], [0.2, 0.1, 0.2], [0.0, 0.1, 0.0], [0.1, 0.1, -0.1], [0.3, 0.1, 0.2], [0.2, 0.2, 0.2], [0.0, 0.0, 0.0], [0.0, 0.0, 0.0], [0.0, 0.0, 0.0], [0.0, 0.0, 0.1], [0.1, -0.1, 0.0], [-0.1, -0.2, 0.1], [-0.9, -0.7, 0.1], [-0.1, -0.1, -0.4], [0.0, 0.1, -0.3], [0.0, 0.0, 0.0], [0.8, 0.6, -0.8], [0.0, 0.0, 0.0], [0.2, -0.2, 0.2], [0.0, 0.0, 0.0], [0.0, 0.0, 0.0], [-0.3, -0.2, 0.3], [0.0, 0.0, 0.0], [0.0, 0.0, 0.0], [-0.3, 0.0, 0.1], [0.0, 0.0, 0.0], [0.0, 0.0, -0.1], [0.0, 0.0, -0.1], [0.0, 0.0, 0.0], [0.0, 0.1, 0.0], [0.0, -0.1, 0.0], [0.0, 0.0, 0.0], [0.2, 0.1, -0.1], [0.0, 0.3, 0.2], [0.3, 1.0, 0.8], [0.7, 0.8, 0.2], [0.6, -0.2, 1.0], [-1.2, 0.9, -0.2], [0.1, 0.0, -0.1], [0.7, -0.3, 0.1], [0.0, -0.1, -0.1], [0.1, -0.3, -0.6], [-0.1, 0.0, 0.1], [0.0, -0.3, 0.2], [-0.3, -0.4, 0.8], [0.2, 0.1, -0.7], [0.5, -0.7, 0.3], [0.1, -0.1, -0.1], [0.2, 0.0, 0.6], [0.0, 0.1, 0.1], [-0.1, 0.2, 0.2], [-0.1, -0.1, -0.1], [0.0, -0.1, 0.0], [0.0, 0.3, 0.6], [0.1, -0.2, 0.2], [0.0, 0.0, -0.2], [0.0, 0.1, 0.1], [0.1, 0.1, -0.5], [0.0, 0.2, -0.7], [0.1, -0.1, -0.1], [-0.2, 0.0, -0.1], [0.1, 0.1, 0.0], [0.0, 0.0, 0.1], [-0.7, 0.3, 0.5], [1.0, 0.7, 0.6], [0.2, -0.1, 0.1], [0.4, -0.4, -0.5], [0.0, -0.1, 0.0], [-0.1, -1.3, -0.4], [0.3, -0.4, -1.1], [-1.4, -0.2, -0.3], [0.1, 0.2, 0.1], [-0.4, 0.3, -0.2], [-0.1, 0.1, 0.0], [0.0, 0.0, 0.0], [0.0, 0.0, 0.0], [0.0, 0.0, 0.0], [0.0, 0.0, 0.0], [0.1, -0.2, -0.1], [0.0, 0.0, -0.2], [0.0, 0.0, 0.0], [-0.2, 0.1, 0.0], [0.0, 0.0, 0.0], [0.0, 0.0, 0.0], [0.0, 0.0, 0.0], [0.7, -0.5, 0.0], [-0.3, 0.2, 0.0], [0.0, 0.0, 0.0], [0.0, -0.1, 0.0], [0.0, 0.0, 0.0], [0.0, 0.0, 0.0], [0.1, 0.1, 0.0], [0.0, 0.0, 0.2], [0.0, 0.0, 0.0], [-0.1, 0.1, -0.1], [-0.1, 0.1, 0.0], [0.0, 0.0, 0.0], [0.0, 0.0, 0.0], [0.1, 0.1, 0.3], [-0.1, 0.1, 0.0], [0.0, 0.2, 0.0], [-0.5, 0.2, 0.1], [-0.2, 0.1, 0.1], [-0.1, -0.1, -0.2], [-0.2, 0.0, -0.1], [0.2, -0.3, 0.2], [0.0, 0.0, 0.0], [-0.2, 0.1, -0.3], [0.0, 0.0, 0.0], [0.0, 0.0, 0.0]],
  "charge": 0,
  "total_energy_ev": -680054.9959,
  "lumo_energy_ev": 0.088,
  "homo_ha": -0.3184
}

***

2.
{
  "formula": "C23H66F6N2O14S2",
  "method": "wB97M-V/def2-TZVPD",
  "symbols": ["S", "S", "F", "F", "F", "F", "F", "F", "O", "O", "O", "O", "O", "O", "O", "O", "O", "O", "O", "O", "O", "O", "N", "N", "C", "C", "C", "C", "C", "C", "C", "C", "C", "C", "C", "C", "C", "C", "C", "C", "C", "C", "C", "C", "C", "C", "C", "H", "H", "H", "H", "H", "H", "H", "H", "H", "H", "H", "H", "H", "H", "H", "H", "H", "H", "H", "H", "H", "H", "H", "H", "H", "H", "H", "H", "H", "H", "H", "H", "H", "H", "H", "H", "H", "H", "H", "H", "H", "H", "H", "H", "H", "H", "H", "H", "H", "H", "H", "H", "H", "H", "H", "H", "H", "H", "H", "H", "H", "H", "H", "H", "H", "H"],
  "positions_angstrom": [[0.67714, -0.50099, -1.08326], [-0.72207, -0.97524, -3.20310], [0.47278, -3.35140, -3.79641], [2.40775, -0.31048, 0.96467], [0.14231, -2.03326, -5.58776], [3.09682, 0.74845, -0.89580], [3.24239, -1.29941, -0.82721], [-1.49516, -3.01139, -4.59780], [-9.96814, -7.52587, -2.14044], [5.11805, -0.92108, -4.44358], [0.26970, -1.74688, -0.46415], [-4.27264, -3.33070, 2.20853], [-1.75006, -1.53484, -2.31571], [4.75734, 8.01931, 5.49969], [1.71404, -7.78329, 5.44975], [4.06507, 6.75774, -2.71199], [13.01746, -4.25271, -2.65086], [-9.43806, 2.79380, -4.61969], [-0.05201, 0.72717, -0.70013], [-1.15242, 0.17596, -4.02887], [-0.83449, -0.06133, 9.36682], [-2.25514, 7.84081, -3.83709], [1.80474, 3.43221, -5.21653], [0.91414, -0.53571, -2.57693], [-3.13625, 9.45215, -2.28643], [3.10176, -6.74322, 3.85647], [3.14986, 6.46255, 5.23042], [11.76526, -4.49421, -2.05070], [-0.11624, 0.56032, 7.22859], [10.68594, -3.62624, -2.74708], [11.37857, -5.91128, -2.12048], [-7.62749, 1.57809, -5.48491], [2.45578, -0.29315, -0.41311], [-8.75024, 1.59714, -4.41486], [4.54646, 6.67860, 5.82095], [0.58157, 1.72268, 9.31034], [-3.04256, 7.96814, -2.74116], [1.20049, -8.43050, 3.14717], [5.57955, 5.68565, 5.26144], [-10.27884, -5.21454, -2.90240], [-0.30986, -2.46065, -4.38941], [-2.55964, 6.92130, -1.75674], [-8.08645, -6.34434, -2.43036], [-0.47619, 1.06371, 8.55630], [1.67928, -7.26377, 4.11460], [-8.21435, 1.58210, -2.97168], [-9.51094, -6.15325, -1.97091], [-3.75500, -3.32589, 1.40339], [10.34057, -4.04367, -3.69289], [-7.12479, 0.61342, -5.55413], [-1.34973, -0.69959, 8.86806], [3.25555, 6.60551, 4.15501], [-8.07093, -6.43854, -3.51618], [2.30687, 7.03592, 5.61604], [1.57897, 1.34342, 9.08802], [-7.67086, -7.29257, -2.08942], [0.86796, 0.09980, 7.14282], [0.91222, 3.57162, -5.66829], [11.90545, -4.15672, -1.02379], [5.48510, 4.60472, 5.36528], [1.75161, 2.58246, -4.67321], [0.26404, -8.85090, 3.51381], [-3.36546, 9.61430, -1.23322], [9.88033, -3.77736, -2.02858], [-4.00874, 7.57682, -3.05969], [5.65980, -0.27944, -3.98419], [-3.18945, 6.94104, -0.86734], [-6.94394, 2.39571, -5.25609], [3.21416, -6.32646, 2.85559], [-11.29216, -5.13324, -2.50912], [13.01062, -3.40181, -3.09528], [-9.67759, 3.12408, -3.75070], [6.59061, 5.90179, 5.60662], [-1.55124, 7.12443, -1.39624], [2.91447, 5.43383, 5.50320], [4.29477, 6.53913, 6.87228], [-3.74598, 10.07399, -2.94189], [10.61641, -5.99837, -1.34612], [-2.53904, 8.47048, -4.50380], [-0.15815, 1.35634, 6.48513], [-9.68408, -4.30318, -2.84091], [3.36023, -5.86965, 4.45495], [-9.48441, 0.79425, -4.48168], [-10.25388, -5.39222, -3.97754], [-9.61492, -5.94520, -0.90602], [0.36275, 1.81436, 10.37422], [-7.74527, 0.60121, -2.89476], [3.92725, -7.43193, 4.03633], [4.89629, 6.62132, -2.25733], [1.00648, -6.41766, 3.97498], [1.95148, 4.24281, -4.63216], [10.91658, -6.15227, -3.07788], [-7.56179, 2.43049, -2.76553], [12.24918, -6.52580, -1.89133], [3.99296, 8.39120, 5.94582], [1.15277, -8.08492, 2.11451], [-7.99303, 1.62348, -6.51078], [1.91855, -9.23024, 3.32859], [-0.93366, -0.05862, 6.85869], [4.22538, -0.73286, -4.15384], [10.79085, -2.54673, -2.85552], [0.60117, 2.75115, 8.94979], [3.95811, 7.70863, -2.73636], [-1.38430, 1.63765, 8.37182], [1.98062, -7.10843, 6.07832], [-2.13420, 9.87607, -2.35187], [-8.94013, 1.57082, -2.15852], [-4.63756, -2.44756, 2.26450], [-9.30052, -8.21133, -2.06274], [2.55980, 3.27623, -5.86894], [-2.52373, 5.94867, -2.24747], [-7.42828, -5.51310, -2.17751], [5.58783, 5.74098, 4.17288]],
  "forces_ev_per_a": [[-0.9, 1.4, 5.0], [-0.1, 1.7, -0.5], [0.2, 0.6, -0.6], [0.3, 0.4, -1.9], [0.4, -0.4, 1.0], [-0.1, 1.8, 0.4], [-0.4, -0.8, 0.5], [-0.2, -0.3, -0.2], [-2.4, 0.0, -0.1], [0.1, 0.0, -0.3], [0.5, 0.8, -0.1], [-0.1, -0.2, 0.2], [2.2, 0.8, -1.3], [1.6, 1.0, 0.5], [-1.0, -0.4, -0.2], [-0.2, -0.3, -0.2], [1.2, -0.5, -0.7], [-0.7, 1.3, -0.2], [1.2, -1.6, 0.0], [1.0, -2.0, 0.8], [-0.2, -0.4, 0.7], [2.2, 0.1, -2.4], [-0.2, -0.2, 0.1], [-2.5, -1.6, -4.0], [1.0, -0.5, 0.3], [0.2, 0.6, -0.9], [0.3, -2.1, -0.4], [0.3, 2.9, -1.2], [0.3, 0.3, -2.2], [-0.8, -0.9, 1.3], [-0.3, -0.5, 0.5], [-0.6, -1.0, 0.4], [-0.5, -1.5, 0.2], [0.5, 0.2, 0.5], [-2.5, -1.4, -0.2], [0.9, 2.3, 0.1], [-1.8, 0.0, 1.5], [1.0, 0.9, 2.0], [0.5, 0.6, -0.6], [0.6, 0.1, 1.1], [-0.8, 1.1, 0.6], [0.4, 0.7, 0.7], [1.0, 1.1, -0.3], [-1.5, -1.9, 0.4], [1.0, -0.7, -0.5], [0.3, -0.9, -0.5], [0.9, -3.0, -1.5], [0.2, 0.0, -0.2], [0.3, -0.1, -0.1], [0.4, 0.0, 0.7], [0.0, 0.1, -0.2], [-0.4, -0.2, -0.1], [-0.2, 0.1, -0.1], [0.4, 0.5, 0.2], [-0.1, -0.4, 0.4], [0.2, 0.3, 0.5], [-0.2, -0.3, 0.2], [-0.4, -0.1, -0.5], [-0.5, -0.1, 0.3], [-0.8, 0.1, 0.9], [-0.3, -0.5, 0.8], [-0.2, 0.4, -0.2], [-0.6, -0.3, -0.1], [-0.7, 0.4, -0.3], [-0.8, 0.4, 0.4], [0.2, 0.1, 0.2], [-0.2, -0.4, -0.1], [0.1, -0.1, -0.2], [-0.1, -0.3, -0.4], [0.0, 0.5, -0.4], [-0.1, -0.1, 0.1], [-0.2, 0.2, -0.1], [0.0, 0.3, 0.0], [0.2, 0.2, -0.1], [-0.5, -0.3, -0.6], [1.2, 0.0, 0.6], [-0.3, -0.2, 0.1], [-0.1, -0.6, 0.0], [0.0, 0.0, -0.1], [0.4, 0.4, 0.0], [-0.6, 0.6, 0.4], [-0.4, 0.1, 0.5], [0.2, -0.5, -0.4], [-0.1, -0.9, 0.2], [0.0, 0.6, -0.1], [0.1, -0.4, -0.1], [0.7, 0.2, 0.4], [-0.4, -0.5, -0.1], [0.2, -0.1, 0.2], [-0.3, 0.0, 0.4], [0.5, 0.3, 0.5], [0.3, -0.2, 0.0], [0.4, -0.2, -0.2], [-0.2, -0.2, -0.1], [0.2, 0.9, -0.2], [0.0, -0.2, 0.1], [-0.5, 0.7, 0.1], [0.2, -0.1, -0.6], [0.2, -0.6, 0.1], [-0.3, -0.1, 0.2], [0.6, -0.1, 0.2], [0.2, 0.3, 0.0], [-0.1, 0.3, 0.0], [0.0, 0.7, 0.6], [0.0, 0.2, -0.2], [0.3, -0.1, -0.2], [-0.6, 0.1, -0.4], [-0.1, 0.2, 0.0], [0.2, 0.6, 0.2], [0.3, 0.4, -0.5], [-0.3, 0.0, 0.2], [0.2, -0.1, 0.1], [0.1, 0.6, -0.2]],
  "charge": 0,
  "total_energy_ev": -94533.8668,
  "relative_energy_kcal_mol": 161.0,
  "lumo_energy_ev": -2.096,
  "homo_ha": -0.3231
}